[1]
The following is a DFT calculation (the ωB97M-V functional and the def2-TZVPD basis) of a molecular structure, C49H46BBrF4N4O5P2Sr.

Atoms and positions in Å:
Sr -0.27 0.89 1.53
N 1.58 -1.03 0.93
C 0.74 -1.97 0.14
C -0.57 -1.97 0.94
O -0.44 -2.46 2.09
N -1.61 -1.27 0.54
C -1.84 -1.06 -0.87
C -1.46 0.32 -1.44
O -2.14 0.80 -2.36
O -0.43 0.87 -0.92
H 2.44 -0.81 0.45
H 1.80 -1.48 1.81
H 1.19 -2.96 0.09
H 0.64 -1.55 -0.86
H -2.91 -1.18 -1.07
H -1.32 -1.79 -1.51
Br -0.79 5.08 3.11
C -1.90 4.29 1.78
C -3.27 4.26 1.99
C -4.05 3.67 1.02
C -3.44 3.17 -0.13
C -2.06 3.27 -0.23
N -1.29 3.81 0.72
H -3.69 4.65 2.91
H -5.12 3.58 1.16
H -3.99 2.68 -0.91
H -1.54 2.86 -1.09
C 4.51 0.50 -3.30
P 2.87 0.29 -2.43
C 1.82 0.00 -3.91
C 2.25 -0.83 -4.95
C 1.40 -1.13 -6.00
C 0.10 -0.64 -6.03
C -0.33 0.17 -4.99
C 0.52 0.50 -3.94
C 2.51 2.03 -2.02
C 2.34 3.03 -2.98
C 2.08 4.33 -2.59
C 2.00 4.66 -1.24
C 2.19 3.68 -0.28
C 2.44 2.37 -0.67
P 5.81 1.20 -2.19
C 5.77 -0.07 -0.87
C 6.06 -1.41 -1.10
C 5.90 -2.35 -0.09
C 5.44 -1.95 1.16
C 5.15 -0.62 1.40
C 5.32 0.32 0.39
C 7.33 0.69 -3.09
C 7.37 0.47 -4.46
C 8.57 0.17 -5.10
C 9.75 0.09 -4.37
C 9.72 0.32 -3.00
C 8.52 0.62 -2.37
H 4.38 1.17 -4.16
H 4.83 -0.48 -3.66
H 3.25 -1.25 -4.94
H 1.75 -1.78 -6.80
H -0.57 -0.89 -6.84
H -1.35 0.55 -4.95
H 0.15 1.12 -3.14
H 2.37 2.78 -4.03
H 1.93 5.10 -3.34
H 1.79 5.68 -0.94
H 2.13 3.92 0.78
H 2.58 1.61 0.09
H 6.41 -1.73 -2.08
H 6.12 -3.39 -0.28
H 5.29 -2.69 1.94
H 4.77 -0.29 2.36
H 5.08 1.36 0.59
H 6.46 0.52 -5.05
H 8.58 0.00 -6.17
H 10.68 -0.14 -4.87
H 10.63 0.26 -2.42
H 8.51 0.79 -1.30
F 1.44 2.40 2.63
B 2.77 2.58 3.16
F 3.63 1.76 2.39
F 2.79 2.19 4.49
F 3.13 3.92 3.00
C -2.36 -6.30 7.38
C -2.36 -5.71 5.99
C -2.38 -6.55 4.88
C -2.35 -6.02 3.60
C -2.34 -4.65 3.41
C -2.34 -3.79 4.51
N -2.33 -2.41 4.28
C -3.33 -1.56 4.67
C -4.48 -2.04 5.32
C -5.51 -1.20 5.70
C -5.45 0.16 5.41
C -4.34 0.64 4.74
C -3.28 -0.18 4.38
C -2.12 0.46 3.66
O -2.37 1.45 2.92
O -0.97 -0.03 3.80
C -2.31 -4.32 5.81
C -2.18 -3.41 7.00
H -2.50 -7.38 7.34
H -3.15 -5.87 8.00
H -1.42 -6.11 7.90
H -2.42 -7.62 5.03
H -2.34 -6.68 2.74
H -2.30 -4.21 2.43
H -1.70 -2.11 3.53
H -4.57 -3.11 5.51
H -6.38 -1.62 6.20
H -6.26 0.82 5.70
H -4.26 1.68 4.46
H -1.82 -2.43 6.68
H -1.48 -3.82 7.73
H -3.14 -3.25 7.51

Results
LUMO level in eV: 3.62
Net charge: -2
HOMO-LUMO gap in eV: 6.56

Löwdin population analysis, charges in e, atoms 1 to 4: 1.548, -0.029, -0.190, -0.623


[2]
The following is a DFT calculation (the ωB97M-V functional and the def2-TZVPD basis) of a molecular structure, C45H53BrF3LaN4O2PSi in a non-equilibrium geometry.

Atoms and positions in Å:
La 1.38 -0.27 -0.21
N -0.82 0.34 2.26
C -2.11 1.03 2.33
C -2.35 1.84 1.08
C -2.68 1.02 -0.14
N -1.46 0.39 -0.62
H -0.66 -0.18 3.12
H -0.06 1.01 2.18
H -2.20 1.71 3.20
H -2.89 0.28 2.44
H -1.48 2.47 0.87
H -3.19 2.52 1.26
H -3.14 1.66 -0.90
H -3.42 0.25 0.12
H -0.82 1.14 -0.89
H -1.63 -0.09 -1.50
C 4.85 -0.10 2.47
C 4.22 -1.26 3.24
C 4.62 -2.61 2.66
C 2.69 -1.12 3.41
C 2.19 -1.67 4.75
O 1.45 -2.85 4.41
C 1.37 -2.85 3.05
N 1.93 -1.91 2.41
C 0.64 -4.07 2.60
C 1.04 -5.25 3.24
C 0.37 -6.44 3.02
C -0.75 -6.45 2.20
C -1.15 -5.29 1.57
C -0.44 -4.09 1.72
P -1.02 -2.57 0.86
C -2.56 -2.39 1.86
C -2.35 -2.32 3.24
C -3.40 -2.18 4.13
C -4.70 -2.10 3.65
C -4.93 -2.18 2.29
C -3.87 -2.34 1.40
C -1.56 -3.27 -0.75
C -0.87 -4.31 -1.35
C -1.16 -4.71 -2.64
C -2.16 -4.08 -3.36
C -2.86 -3.04 -2.78
C -2.55 -2.63 -1.49
H 5.93 -0.24 2.41
H 4.64 0.85 2.96
H 4.47 -0.05 1.45
H 4.62 -1.21 4.27
H 4.17 -3.44 3.21
H 4.32 -2.68 1.62
H 5.70 -2.73 2.71
H 2.42 -0.08 3.29
H 1.52 -0.99 5.28
H 3.00 -1.98 5.42
H 1.88 -5.22 3.92
H 0.70 -7.34 3.52
H -1.32 -7.36 2.06
H -2.03 -5.30 0.94
H -1.34 -2.38 3.63
H -3.20 -2.13 5.19
H -5.53 -1.98 4.34
H -5.94 -2.14 1.90
H -4.08 -2.43 0.35
H -0.05 -4.79 -0.83
H -0.58 -5.50 -3.10
H -2.38 -4.39 -4.37
H -3.62 -2.51 -3.33
H -3.07 -1.78 -1.08
N 0.45 -1.82 -3.32
C 0.66 -1.58 -2.20
F 2.37 2.01 2.78
C 2.01 1.54 1.51
F 0.92 2.39 1.19
F 3.01 2.04 0.67
Br 4.03 -1.00 -0.96
C 2.29 2.05 -4.55
C 2.24 3.21 -3.55
C 3.56 3.21 -2.78
C 2.08 4.53 -4.31
Si 0.77 2.89 -2.40
O 1.02 1.54 -1.56
C 0.39 4.34 -1.25
C 1.39 5.03 -0.56
C 1.10 6.02 0.36
C -0.21 6.35 0.63
C -1.23 5.68 -0.02
C -0.93 4.69 -0.95
C -0.76 2.64 -3.50
C -1.54 3.67 -4.03
C -2.62 3.42 -4.86
C -2.95 2.11 -5.19
C -2.17 1.07 -4.69
C -1.09 1.33 -3.86
H 3.15 2.18 -5.21
H 1.39 2.00 -5.16
H 2.40 1.09 -4.04
H 4.39 3.16 -3.49
H 3.64 2.36 -2.11
H 3.70 4.12 -2.20
H 2.93 4.68 -4.98
H 2.02 5.38 -3.64
H 1.18 4.53 -4.93
H 2.43 4.76 -0.72
H 1.91 6.52 0.88
H -0.44 7.12 1.36
H -2.27 5.92 0.20
H -1.75 4.17 -1.43
H -1.30 4.70 -3.78
H -3.21 4.24 -5.24
H -3.79 1.91 -5.83
H -2.40 0.04 -4.96
H -0.49 0.50 -3.51

Results
LUMO level in eV: 2.19
Net charge: -1
HOMO-LUMO gap in eV: 8.29

Löwdin population analysis, charges in e, atoms 1 to 4: 1.482, 0.000, -0.255, -0.200


[3]
The following is a DFT calculation (the ωB97M-V functional and the def2-TZVPD basis) of a molecular structure, ArH24O12 in a non-equilibrium geometry.

Atoms and positions in Å:
Ar 3.46 -7.88 -19.51
O 2.40 -4.27 -19.18
H 2.19 -4.28 -18.24
H 2.19 -5.16 -19.47
O 0.73 -6.50 -20.47
H 0.63 -7.35 -20.90
H 0.04 -5.95 -20.85
O 3.03 -10.66 -21.10
H 3.99 -10.63 -21.12
H 2.81 -10.79 -20.18
O -0.05 -9.44 -17.57
H 0.26 -8.57 -17.31
H -0.17 -9.91 -16.74
O 5.53 -5.58 -21.07
H 5.08 -4.87 -21.52
H 5.37 -5.43 -20.14
O 5.41 -6.73 -17.50
H 4.77 -7.39 -17.24
H 5.01 -5.90 -17.26
O 0.35 -9.03 -21.65
H -0.28 -9.42 -21.06
H 1.13 -9.59 -21.58
O 3.73 -8.09 -15.51
H 2.78 -8.05 -15.62
H 3.91 -7.48 -14.80
O 0.80 -6.91 -17.62
H 1.38 -6.27 -17.21
H 1.20 -7.09 -18.47
O 5.96 -10.03 -20.08
H 5.74 -10.23 -19.17
H 6.82 -9.62 -20.03
O 6.13 -8.19 -22.30
H 6.21 -7.29 -21.97
H 6.04 -8.73 -21.52
O 2.22 -10.71 -18.45
H 2.63 -11.06 -17.66
H 1.41 -10.31 -18.14

Results
LUMO level in eV: -0.43
Net charge: 0
HOMO-LUMO gap in eV: 9.86

natural (NBO) population analysis, charges in e, atoms 1 to 4: 0.003, -0.943, 0.452, 0.488


[4]
The following is a DFT calculation (the ωB97M-V functional and the def2-TZVPD basis) of CH5P3 in the gas phase in a non-equilibrium geometry.

Atoms and positions in Å:
C -0.38 -1.90 0.46
P -0.83 -0.31 -0.94
P 0.67 0.91 -0.32
P 0.47 2.59 -1.68
H -1.19 -1.86 1.18
H -0.18 -2.78 -0.02
H 0.44 -1.38 0.95
H -0.38 2.36 -2.76
H -0.64 3.06 -0.93

Results
LUMO level in eV: -0.95
Net charge: 0
HOMO-LUMO gap in eV: 8.03

natural (NBO) population analysis, charges in e, atoms 1 to 4: -0.785, 0.209, -0.034, -0.025